<A>
Molecular formula: C9H14
Method: DFT, ωB97M-V with the def2-TZVPD basis set

As for the net charge: 0. For the HOMO energy, the calculation gives -9.01 eV.

CARTESIAN COORDINATES (ANGSTROEM)
C -1.089 0.107 1.423
C -0.189 -0.531 2.281
C 0.510 1.926 1.295
C 1.417 1.216 2.050
C -1.650 2.197 0.071
C -0.740 1.371 1.001
C 1.054 -0.032 2.607
C 0.483 -1.517 -3.135
C 0.450 -2.339 -1.852
H 1.762 -0.471 3.294
H -2.658 1.924 0.384
H -1.490 3.263 -0.012
H 0.774 2.868 0.839
H -1.998 -0.376 1.092
H 0.608 -0.431 -3.107
H 0.763 -1.644 -1.062
H 1.338 -1.688 -3.809
H 2.458 1.521 2.081
H 1.100 -3.209 -1.839
H -0.429 -1.679 -3.705
H -1.551 1.743 -0.921
H -0.547 -2.671 -1.596
H -0.379 -1.548 2.616

***

<B>
Molecular formula: C9H14
Method: DFT, ωB97M-V with the def2-TZVPD basis set

As for the net charge: 0. For the HOMO energy, the calculation gives -8.91 eV.

CARTESIAN COORDINATES (ANGSTROEM)
C -0.177 -0.478 2.399
C -3.253 0.533 -1.648
C -0.361 -0.264 1.039
C 0.795 -0.110 0.252
C -2.308 1.107 -2.741
C 2.045 -0.425 0.748
C 1.071 -0.859 2.872
C 3.251 -0.275 -0.160
C 2.233 -0.660 2.113
H -1.419 1.566 -2.320
H 3.138 0.370 -1.022
H -1.018 -0.473 3.083
H -2.011 0.224 -3.310
H -1.341 -0.237 0.589
H -2.877 1.803 -3.348
H 3.489 -1.296 -0.499
H -3.692 1.324 -1.041
H 0.692 0.136 -0.799
H -2.700 -0.268 -1.158
H 1.289 -1.144 3.896
H 3.160 -0.519 2.649
H 4.106 -0.068 0.487
H -4.111 0.015 -2.082

***

<C>
Molecular formula: C9H14
Method: DFT, ωB97M-V with the def2-TZVPD basis set

As for the net charge: 0. For the HOMO energy, the calculation gives -8.96 eV.

CARTESIAN COORDINATES (ANGSTROEM)
C -1.457 -2.059 0.310
C -0.131 -1.656 0.619
C 0.202 -1.258 2.064
C -0.814 -2.165 -2.088
C 0.774 3.215 0.681
C 0.458 3.396 -0.747
C 0.881 -1.525 -0.331
C -1.740 -2.171 -1.000
C 0.509 -1.933 -1.638
H 1.208 -1.265 2.446
H 1.867 3.315 0.823
H 0.441 2.174 1.089
H 1.377 -1.746 -2.299
H -2.801 -2.365 -1.267
H -0.599 2.972 -0.836
H -2.225 -2.147 1.161
H 1.209 2.626 -1.191
H 0.353 3.833 1.506
H 0.479 4.348 -1.237
H 1.832 -1.375 -0.096
H -1.381 -2.183 -3.076
H -0.266 -1.874 2.848
H -0.176 -0.155 2.260

***

Most stable structure: <A>

***

<A>
Molecular formula: C9H14
Method: DFT, ωB97M-V with the def2-TZVPD basis set

As for the net charge: 0. For the HOMO energy, the calculation gives -9.11 eV.

CARTESIAN COORDINATES (ANGSTROEM)
C -2.345 -2.430 0.935
C 0.842 0.892 0.651
C -0.004 3.243 -0.173
C 1.741 -0.671 -0.985
C 1.429 -0.329 0.341
C -2.591 -3.077 2.314
C 0.657 1.426 -1.624
C 1.245 0.154 -2.034
C 0.564 1.797 -0.323
H 0.313 1.991 -2.430
H -2.077 -3.172 0.215
H 0.820 1.157 1.786
H -1.840 -3.977 2.467
H -3.413 -3.758 2.457
H -1.696 -1.606 1.179
H 1.410 -0.095 -3.100
H -2.623 -2.367 3.052
H 1.531 -1.147 1.180
H 2.116 -1.634 -1.222
H -0.487 3.359 0.768
H 0.723 3.957 -0.573
H -0.725 3.317 -1.046
H -3.297 -2.056 0.649

***

<B>
Molecular formula: C9H14
Method: DFT, ωB97M-V with the def2-TZVPD basis set

As for the net charge: 0. For the HOMO energy, the calculation gives -9.03 eV.

CARTESIAN COORDINATES (ANGSTROEM)
C -2.477 -3.555 -0.633
C 0.652 2.230 0.405
C 2.068 0.942 1.886
C 1.293 -0.016 -0.175
C 2.056 -0.109 0.983
C -3.502 -2.484 -0.958
C 1.383 2.109 1.578
C -0.329 1.246 -1.666
C 0.616 1.162 -0.490
H -0.373 0.350 -2.289
H 0.127 3.159 0.219
H -1.439 -3.308 -0.881
H -2.439 -3.904 0.406
H 1.408 2.913 2.295
H -3.848 -2.541 -1.984
H 2.621 0.874 2.812
H -3.176 -1.562 -0.482
H -2.693 -4.501 -1.156
H 0.091 1.992 -2.358
H 2.563 -1.050 1.152
H -1.325 1.541 -1.357
H 1.293 -0.784 -0.944
H -4.402 -2.735 -0.386

***

<C>
Molecular formula: C9H14
Method: DFT, ωB97M-V with the def2-TZVPD basis set

As for the net charge: 0. For the HOMO energy, the calculation gives -9.03 eV.

CARTESIAN COORDINATES (ANGSTROEM)
C -2.293 -0.926 1.323
C 2.514 0.288 0.139
C -3.125 -1.432 0.140
C 1.380 1.118 0.098
C 1.005 1.928 1.312
C 1.831 -0.638 -1.983
C 0.426 1.002 -0.910
C 0.630 0.035 -1.914
C 2.746 -0.531 -0.932
H -2.360 0.165 1.261
H 2.041 -1.310 -2.805
H -0.099 -0.001 -2.717
H -4.117 -0.997 0.196
H -1.207 -1.077 1.309
H 3.608 -1.186 -0.975
H 0.452 1.364 2.056
H -2.657 -1.252 -0.827
H -2.637 -1.380 2.237
H -3.220 -2.522 0.201
H 3.232 0.465 0.929
H 1.907 2.455 1.657
H 0.387 2.789 1.061
H -0.441 1.642 -0.859

***

Most stable structure: <B>

***

<A>
Molecular formula: C9H14
Method: DFT, ωB97M-V with the def2-TZVPD basis set

As for the net charge: 0. For the HOMO energy, the calculation gives -8.90 eV.

CARTESIAN COORDINATES (ANGSTROEM)
C 0.416 -0.870 -0.391
C -2.602 -1.264 2.332
C -3.063 -2.577 1.849
C 3.187 1.909 -0.935
C 0.562 1.218 -1.785
C 2.506 2.592 -1.947
C 2.560 0.734 -0.419
C 1.251 0.387 -0.851
C 1.191 2.300 -2.284
H -0.264 -0.518 0.453
H 2.974 0.057 0.231
H -0.484 1.098 -2.101
H -2.305 -3.281 1.549
H -3.378 -0.514 2.679
H -3.597 -2.364 1.027
H 3.043 3.486 -2.435
H -3.717 -2.917 2.641
H -2.090 -1.413 3.264
H 4.070 2.426 -0.425
H 0.706 2.894 -3.067
H -1.994 -0.466 1.799
H -0.114 -1.235 -1.179
H 1.142 -1.684 -0.005

***

<B>
Molecular formula: C9H14
Method: DFT, ωB97M-V with the def2-TZVPD basis set

As for the net charge: 0. For the HOMO energy, the calculation gives -9.06 eV.

CARTESIAN COORDINATES (ANGSTROEM)
C -0.202 -1.040 1.120
C -1.956 -1.100 -2.666
C 3.177 0.658 0.539
C 1.101 -0.776 0.704
C -0.278 1.144 2.007
C -0.939 -0.071 1.780
C 1.024 1.412 1.596
C -2.077 0.050 -1.709
C 1.788 0.393 0.995
H -2.923 -1.551 -2.902
H 3.665 1.525 0.973
H -1.094 0.321 -1.307
H 1.401 2.412 1.749
H -0.750 1.943 2.564
H -1.489 -0.851 -3.631
H -0.644 -1.936 0.694
H 3.217 0.815 -0.546
H 1.674 -1.625 0.324
H -1.953 -0.278 2.092
H -2.622 -0.286 -0.806
H 3.837 -0.204 0.688
H -1.373 -1.916 -2.236
H -2.583 0.959 -2.021

***

<C>
Molecular formula: C9H14
Method: DFT, ωB97M-V with the def2-TZVPD basis set

As for the net charge: 0. For the HOMO energy, the calculation gives -9.04 eV.

CARTESIAN COORDINATES (ANGSTROEM)
C -0.874 3.157 -0.437
C -0.259 -0.959 -1.573
C 0.610 1.277 -1.252
C -0.635 1.709 -0.810
C -1.495 -0.535 -1.101
C 1.574 -2.099 1.392
C -1.684 0.798 -0.766
C 0.489 -1.740 2.412
C 0.758 -0.027 -1.704
H 0.063 3.668 -0.260
H -0.484 -2.057 2.070
H -1.460 3.232 0.486
H 2.285 -2.850 1.733
H -1.491 3.659 -1.191
H 1.448 1.964 -1.227
H -2.664 1.077 -0.403
H 0.491 -0.689 2.710
H 2.151 -1.246 1.037
H 0.707 -2.221 3.371
H 1.713 -0.344 -2.093
H -0.081 -1.955 -1.941
H -2.287 -1.266 -0.954
H 1.125 -2.553 0.501

***

Most stable structure: <C>

***

<A>
Molecular formula: C6H14N2
Method: DFT, ωB97M-V with the def2-TZVPD basis set

As for the net charge: 0. For the HOMO energy, the calculation gives -8.40 eV.

CARTESIAN COORDINATES (ANGSTROEM)
N -1.838 -0.951 -1.105
N -0.253 0.547 -0.046
C 2.594 -0.849 -0.747
C -0.174 1.445 1.096
C -1.775 -0.945 1.261
C 1.606 -1.138 0.098
C -1.259 -0.489 -0.076
C 0.010 1.223 -1.308
H 0.748 2.024 1.031
H 0.884 1.862 -1.191
H 0.747 -1.821 -0.157
H 0.216 0.483 -2.080
H -1.015 2.147 1.131
H 3.522 -0.422 -0.398
H -1.496 -0.625 -2.002
H -0.175 0.874 2.021
H -0.831 1.844 -1.634
H -2.348 -0.156 1.745
H 2.489 -0.966 -1.814
H -2.429 -1.796 1.091
H 1.740 -1.039 1.165
H -0.964 -1.251 1.919

***

<B>
Molecular formula: C6H14N2
Method: DFT, ωB97M-V with the def2-TZVPD basis set

As for the net charge: 0. For the HOMO energy, the calculation gives -7.34 eV.

CARTESIAN COORDINATES (ANGSTROEM)
N 2.075 -1.129 -1.607
N 0.848 -0.398 2.393
C -0.102 0.159 0.227
C -1.493 0.003 0.524
C 0.662 -0.769 -1.935
C 0.329 0.538 -1.201
C -2.113 1.375 0.722
C 0.987 0.040 1.124
H 1.650 -0.913 2.727
H 2.400 -0.734 -0.799
H -1.517 -0.479 1.609
H 1.953 0.383 0.759
H 0.536 -0.893 -3.081
H -3.121 1.265 1.191
H 1.140 1.283 -1.339
H 2.380 -2.053 -1.771
H -0.032 -0.741 2.797
H -0.545 1.072 -1.667
H -2.493 1.865 -0.093
H -1.952 -0.631 -0.227
H -1.448 2.229 1.219
H -0.146 -1.471 -1.570

***

Most stable structure: <A>

***

<A>
Molecular formula: C6H14N2
Method: DFT, ωB97M-V with the def2-TZVPD basis set

As for the net charge: 0. For the HOMO energy, the calculation gives -8.21 eV.

CARTESIAN COORDINATES (ANGSTROEM)
N 1.924 1.871 0.907
N -0.693 1.198 -1.131
C -0.773 -0.224 -1.336
C 1.320 -0.747 1.947
C 0.982 -0.313 0.528
C 0.847 1.241 0.490
C -0.261 -0.915 -0.033
C -2.183 -0.709 -1.618
H 1.728 2.489 1.720
H -0.838 1.653 -2.023
H 0.735 -1.552 2.353
H 2.395 -0.834 2.016
H -2.621 -0.184 -2.456
H -0.096 1.597 0.893
H -1.051 -0.732 0.704
H -2.840 -0.384 -0.806
H -0.132 -0.652 -2.107
H 0.795 1.373 -0.692
H 1.885 -0.498 -0.081
H 1.175 0.115 2.604
H -0.150 -2.009 -0.079
H -2.150 -1.782 -1.800

***

<B>
Molecular formula: C6H14N2
Method: DFT, ωB97M-V with the def2-TZVPD basis set

As for the net charge: 0. For the HOMO energy, the calculation gives -8.84 eV.

CARTESIAN COORDINATES (ANGSTROEM)
N -0.977 1.191 -2.882
N -1.808 -0.396 -1.429
C 1.994 -1.307 0.405
C 1.508 1.185 0.457
C 0.855 -0.279 2.348
C 1.417 -0.144 1.150
C -2.112 -0.712 -0.057
C -1.635 0.887 -1.834
H 2.440 1.438 -0.040
H 0.703 1.226 -0.284
H -2.727 0.093 0.350
H 3.013 -1.079 0.095
H -2.713 -1.619 0.018
H 1.312 2.007 1.150
H 0.481 0.542 2.945
H -1.350 -1.081 -2.005
H 0.760 -1.251 2.817
H -2.160 1.601 -1.196
H 1.435 -1.420 -0.538
H 1.874 -2.258 0.917
H -1.050 2.197 -3.004
H -1.261 -0.821 0.618

***

Most stable structure: <B>

***

<A>
Molecular formula: C6H14N2
Method: DFT, ωB97M-V with the def2-TZVPD basis set

As for the net charge: 0. For the HOMO energy, the calculation gives -6.54 eV.

CARTESIAN COORDINATES (ANGSTROEM)
N -1.148 0.993 -0.980
N 0.633 -1.082 -2.078
C 0.550 -0.575 0.715
C 0.353 -0.826 2.190
C -0.655 -0.297 -0.017
C 1.921 -0.055 0.368
C -0.258 -1.252 -1.048
C -1.932 2.021 -0.328
H -1.312 2.754 0.209
H -0.410 1.390 -1.557
H -1.585 -0.579 0.473
H 1.311 -0.338 -1.998
H 2.489 0.222 1.260
H -0.964 -2.059 -1.220
H 2.524 -0.821 -0.137
H 0.826 -1.825 -2.733
H -0.627 -1.261 2.410
H 1.919 0.842 -0.270
H -2.597 1.559 0.412
H 0.411 0.110 2.767
H -2.577 2.561 -1.034
H 1.130 -1.483 2.598

***

<B>
Molecular formula: C6H14N2
Method: DFT, ωB97M-V with the def2-TZVPD basis set

As for the net charge: 0. For the HOMO energy (alpha / beta), the calculation gives -7.68 / -6.95 eV.

CARTESIAN COORDINATES (ANGSTROEM)
N 1.698 -0.221 0.745
N -1.019 0.829 1.273
C 1.088 1.664 -0.903
C -0.985 -1.333 0.180
C 0.756 0.369 -0.585
C -0.848 0.116 0.031
C 1.498 -1.558 1.006
C -1.757 0.686 -1.050
H -2.803 0.558 -0.764
H -1.502 -1.680 1.069
H 2.146 -2.303 0.539
H 0.198 -1.760 0.467
H -0.273 0.580 1.917
H 0.870 -0.339 -1.411
H -1.585 0.189 -2.005
H -0.935 1.827 1.110
H 2.607 -0.072 0.330
H 1.064 2.447 -0.155
H 1.405 1.940 -1.899
H -1.536 1.749 -1.184
H -1.257 -1.869 -0.725
H 1.173 -1.815 2.012

***

Most stable structure: <A>